C4H9NO | the ωB97M-V functional and the def2-TZVPD basis

```
15
Properties=species:S:1:pos:R:3:lowdin_charge:R:1
C -1.26968 1.11590 0.36649 0.0326
C -0.30011 0.22224 0.24742 -0.3598
N -0.04441 -1.13701 0.09753 0.1007
C 1.09081 -0.17336 0.11665 -0.2844
C 2.00574 -0.23572 1.31423 -0.0602
H -1.04471 2.16836 0.49932 0.0576
H -2.31159 0.80594 0.38939 0.0607
H -0.30386 -1.47713 -0.82849 0.0983
H 1.57246 0.03758 -0.84004 0.1401
H 2.54194 0.71272 1.42812 0.0760
H 1.41740 -0.41110 2.21939 0.0819
H 2.74089 -1.04046 1.21473 0.0744
O -1.84842 -0.39628 -2.36960 -0.0695
H -1.55388 0.40360 -1.90938 0.0078
H -2.69258 -0.59528 -1.94576 0.0437
```

Summary:
**Gap between HOMO and LUMO**: 0.3708 hartree
**E_HOMO**: -9.19 eV
**2S+1**: 1
**Calculated total energy**: -7829.644 eV
**Total charge**: 0
**E_LUMO**: 0.03325 hartree
**Relative energy (zero: lowest compared OMol25 entry of this formula, charge and spin)**: 258.2 kJ/mol
**Structure (SMILES)**: C=C1N[C@@H]1C.O
**Max |F|**: 0.3 eV/A